Computed, not measured: one molecule with the formula C6H16N2 at a distorted geometry, with ωB97M-V with the def2-TZVPD basis set.

Geometry as XYZ:
```
24
Properties=species:S:1:pos:R:3:forces:R:3:nbo_charge:R:1
C 2.5770 1.9489 0.8624 1.0 -0.1 3.5 -0.635
C 1.1920 1.8707 0.4010 -3.5 1.9 -1.3 -0.229
N 0.8271 1.4664 -1.0294 -0.6 -0.9 1.7 -0.640
C -0.1178 0.3291 -1.1935 -0.4 0.9 -0.7 -0.247
C 0.3161 -1.0532 -0.7300 1.2 -2.9 -0.5 -0.246
N -0.8499 -2.1193 -0.4829 1.9 2.5 -2.0 -0.624
C -1.4701 -1.8817 0.7912 0.7 1.7 2.0 -0.225
C -2.5141 -0.7237 1.0138 0.0 -1.6 -3.6 -0.657
H 3.2990 1.9550 0.1160 1.5 1.4 -1.3 0.217
H 2.6272 2.6313 1.7955 0.4 0.0 -2.2 0.226
H 2.9412 1.0768 1.4221 -0.7 -0.8 -0.4 0.204
H 0.5818 2.8811 0.5911 1.6 -1.7 -0.5 0.177
H 0.7677 1.2659 1.1699 -1.2 -1.1 -0.1 0.189
H 1.5630 1.3977 -1.6897 1.1 0.1 -0.1 0.360
H -0.5169 0.3130 -2.2898 0.8 0.0 1.8 0.196
H -0.9553 0.6121 -0.5688 -0.4 0.0 -0.1 0.189
H 1.1647 -1.5170 -1.4400 -2.1 0.8 1.1 0.188
H 0.8478 -1.0591 0.2422 -0.4 0.5 -0.4 0.195
H -1.5012 -1.9846 -1.3025 0.6 -0.3 1.5 0.353
H -0.7370 -1.6687 1.6499 0.0 -0.3 -1.8 0.174
H -1.8303 -2.7613 1.1968 -1.3 -2.2 0.2 0.189
H -3.4914 -1.1961 1.3660 1.4 1.5 0.0 0.231
H -1.8873 -0.0263 1.5161 -0.9 1.1 1.2 0.218
H -2.6124 -0.2910 -0.0583 -0.6 -0.5 1.8 0.198
```
Positions in Å, forces in eV/Å.

Summary:
SMILES	CCNCCNCC
LUMO energy	0.0394	hartree
HOMO-LUMO gap	9.48	eV